The molecule C25H33N3O4S, computed with ωB97M-V with the def2-TZVPD basis set.

```
! RIJCOSX wB97M-V def2-TZVPD def2/J DEFGRID3
* xyz 0 1
C -2.3914 -1.5122 2.2096
C -2.5890 -2.7468 1.4116
C -2.0353 -3.0799 0.1725
N -2.4318 -2.1124 -0.6880
C -3.8130 -2.0004 -1.1922
C -4.8415 -1.2323 -0.7014
O -5.4494 -1.9333 -0.0210
N -4.4729 -0.0701 -0.6819
C -5.1206 0.9250 -0.0445
C -6.1686 0.9094 0.8028
C -6.9793 1.9293 1.5824
C -6.5374 3.2180 1.1319
C -5.6011 3.4651 0.1421
C -4.7705 2.4543 -0.5521
C -3.8974 2.6161 -1.4359
C -1.6005 -0.9007 -1.2846
O -2.0485 0.0303 -1.9459
C -0.1278 -0.9488 -0.6757
C 0.7171 -1.5821 -1.1742
C 1.9933 -1.5993 -0.8921
C 2.4872 -0.9164 0.0189
S 4.1264 -0.6783 0.7803
O 4.2699 -0.5817 2.0665
O 4.9091 -1.5518 0.0959
N 4.4734 0.9426 0.1653
C 4.5534 1.2122 -1.0148
C 5.9990 0.8580 -1.5584
C 7.1862 1.8752 -1.3363
C 7.8151 1.7501 -0.0083
C 6.7774 1.0001 1.2276
C 5.4580 1.7447 1.0830
C 1.5628 0.2391 0.6899
C 0.2120 0.0587 0.1160
H -2.5924 -0.6842 1.4968
H -1.3550 -1.5334 2.3709
H -2.9467 -1.5176 3.0982
H -3.7642 -2.9485 1.2280
H -2.4335 -3.8405 1.9382
H -0.8615 -2.9128 0.2546
H -2.3385 -4.0086 -0.2037
H -4.0701 -3.1649 -1.4315
H -3.6802 -1.8133 -2.4217
H -3.7315 0.3301 -1.2240
H -6.3532 -0.2736 1.0885
H -7.4335 1.6396 2.5900
H -7.0409 4.0867 1.6871
H -5.4875 4.4494 -0.0308
H -2.8682 2.2021 -1.2060
H -4.2592 2.3964 -2.2816
H -3.8695 3.7137 -1.7089
H 0.5548 -2.6003 -1.7572
H 2.7385 -2.2338 -1.0790
H 3.9296 0.5660 -1.5730
H 4.3775 2.1938 -1.3979
H 6.3605 -0.0178 -1.6508
H 5.9730 0.8158 -2.5546
H 7.8942 1.7113 -2.0906
H 6.6477 2.8398 -1.4828
H 8.5604 0.8096 -0.1133
H 8.2648 2.7279 0.4050
H 6.7776 -0.0825 1.0778
H 7.3052 1.0853 2.0630
H 4.9937 1.5012 2.0079
H 5.4856 2.7327 0.8839
H 1.9061 0.7236 1.4222
H -0.5822 0.7337 0.7563
*
```

**Calculated total energy**: -1835.0119 Eh
**HOMO energy**: -0.297 Ha
**SMILES**: CCCN(CC(=O)Nc1ccccc1C)C(=O)c1ccc(S(=O)(=O)N2CCCCCC2)cc1
**Relative energy (zero: lowest compared OMol25 entry of this formula, charge and spin)**: 24.161 eV
**Frontier orbital gap**: 8.089 eV
**LUMO level**: 0.0004 hartree

Here are the Löwdin charges for atoms 1 to 4, given in e: -0.058, -0.299, -0.307, -0.039



A structure of composition C42H55F4N8P2RbS, computed with ωB97M-V with the def2-TZVPD basis set.

```
! RIJCOSX wB97M-V def2-TZVPD def2/J DEFGRID3
* xyz 0 1
Rb 0.4226 0.6627 -0.4865
C -1.9641 2.3738 -2.9067
N -0.7044 2.9383 -2.4704
C 0.1666 3.1507 -3.6086
C -0.9062 4.1786 -1.7340
C -1.6944 4.0556 -0.4272
N -1.2903 2.8977 0.3411
C -1.7548 2.7589 1.5736
C -1.4615 1.5653 2.3048
F -0.6883 0.6118 1.6864
C -1.8690 1.2949 3.5830
F -1.4758 0.1247 4.1387
C -2.6333 2.1850 4.3202
C -2.9595 3.3549 3.6545
F -3.7067 4.2787 4.2938
C -2.5555 3.6427 2.3688
F -2.9529 4.8421 1.8645
H -2.4634 3.0074 -3.6614
H -2.6304 2.2605 -2.0554
H -1.7975 1.3894 -3.3528
H -0.2989 3.7927 -4.3775
H 0.4185 2.1934 -4.0703
H 1.0912 3.6279 -3.2854
H -1.4221 4.9243 -2.3703
H 0.0841 4.5873 -1.5237
H -2.7717 4.0374 -0.6550
H -1.5311 5.0079 0.0951
H -2.9637 1.9791 5.3240
C -2.6933 -0.3688 -0.8336
P -1.7336 -1.8768 -1.3055
C -1.8220 -2.7109 0.3677
N -3.0119 -2.9606 0.8465
C -3.1111 -3.4939 2.0884
C -4.3883 -3.7687 2.6361
C -4.4860 -4.2848 3.8933
C -3.3224 -4.5472 4.6603
C -2.0841 -4.2877 4.1540
C -1.9587 -3.7541 2.8481
N -0.7273 -3.4881 2.3481
C -0.6399 -2.9882 1.1422
P 1.0533 -2.5136 0.5423
C 1.8581 -2.2447 2.1649
C 1.7766 -4.1557 -0.0034
C 3.2685 -3.8961 -0.2405
C 1.1098 -4.5447 -1.3218
C 1.6005 -5.2991 0.9910
C -3.0014 -2.8015 -2.3341
C -2.7503 -2.3185 -3.7679
C -2.7100 -4.2982 -2.2542
C -4.4653 -2.5433 -1.9750
H -3.1555 0.0598 -1.7212
H -2.0420 0.3938 -0.4053
H -3.4670 -0.6307 -0.1112
H -5.2599 -3.5525 2.0336
H -5.4586 -4.4942 4.3180
H -3.4254 -4.9522 5.6578
H -1.1798 -4.4704 4.7176
H 1.8295 -3.1204 2.8092
H 1.3387 -1.4294 2.6697
H 2.8822 -1.9099 2.0058
H 3.4302 -3.0055 -0.8516
H 3.7121 -4.7483 -0.7622
H 3.8058 -3.7643 0.6981
H 1.3013 -3.8102 -2.1046
H 0.0282 -4.6412 -1.2072
H 1.4931 -5.5118 -1.6582
H 2.0281 -5.0722 1.9658
H 2.1074 -6.1889 0.6055
H 0.5503 -5.5505 1.1370
H -1.7445 -2.5710 -4.1071
H -2.8718 -1.2361 -3.8538
H -3.4706 -2.7836 -4.4447
H -1.6793 -4.5241 -2.5341
H -3.3628 -4.8294 -2.9513
H -2.8950 -4.6931 -1.2550
H -4.7563 -1.5122 -2.1726
H -4.6708 -2.7677 -0.9314
H -5.0965 -3.1833 -2.5978
C 3.3352 -1.6626 -3.7579
C 4.4629 -0.8907 -3.9786
C 4.4969 0.4047 -3.4921
C 3.3915 0.8906 -2.8010
N 2.3175 0.1367 -2.5646
C 2.2934 -1.1084 -3.0289
C 3.3389 2.2960 -2.2916
C 4.0626 3.3129 -2.9061
C 3.9357 4.6058 -2.4250
C 3.0949 4.8411 -1.3516
C 2.4183 3.7619 -0.7984
N 2.5342 2.5221 -1.2539
H 3.2660 -2.6787 -4.1225
H 5.3100 -1.2928 -4.5180
H 5.3738 1.0201 -3.6312
H 1.3957 -1.6749 -2.8051
H 4.6881 3.1065 -3.7619
H 4.4762 5.4178 -2.8931
H 2.9541 5.8368 -0.9532
H 1.7414 3.8935 0.0392
C 4.0896 4.2320 2.1817
N 2.8783 3.6619 2.7021
C 1.8653 4.4781 3.3526
C 0.8803 3.4397 3.9240
N 1.3965 2.2052 3.3619
C 2.5549 2.3517 2.6973
S 3.4128 1.1025 1.9813
H 3.8586 5.0873 1.5439
H 4.6045 3.4741 1.5947
H 4.7440 4.5689 2.9910
H 1.3866 5.1416 2.6244
H 2.3137 5.0986 4.1319
H -0.1463 3.6194 3.6042
H 0.9080 3.4108 5.0156
H 0.9459 1.3103 3.4299
*
```

**Calculated total energy**: -3575.9546 Eh
**HOMO energy**: -0.230 Ha
**Relative energy (zero: lowest compared OMol25 entry of this formula, charge and spin)**: 0.678 eV
**Frontier orbital gap**: 5.925 eV
**LUMO level**: -0.0124 hartree

Here are the Löwdin charges for atoms 1 to 4, given in e: 0.714, -0.108, -0.289, -0.101



The molecule C5H6N2O, computed with ωB97M-V with the def2-TZVPD basis set.

```
! RIJCOSX wB97M-V def2-TZVPD def2/J DEFGRID3
* xyz 0 1
C 3.3032 -0.7705 0.0557
C 2.1700 -0.3877 -0.0038
C 0.8364 0.1901 -0.0226
N 0.7286 1.6605 0.0477
C -0.1988 -0.6268 -0.1155
C -1.6925 -0.3554 -0.0180
N -2.0479 0.9414 -0.0593
O -2.4654 -1.3019 0.0829
H 4.2834 -1.1762 -0.0754
H 1.2381 2.0218 -0.7792
H 1.2583 1.9519 0.8615
H -0.0441 -1.7236 -0.1018
H -1.2676 1.6574 -0.0608
H -3.0202 1.1718 0.1982
*
```

**Calculated total energy**: -378.8113 Eh
**HOMO energy**: -0.357 Ha
**SMILES**: C#C/C(N)=C/C(N)=O
**Relative energy (zero: lowest compared OMol25 entry of this formula, charge and spin)**: 1.623 eV
**Frontier orbital gap**: 10.081 eV
**LUMO level**: 0.0134 hartree

Here are the Löwdin charges for atoms 1 to 4, given in e: 0.125, -0.099, -0.323, 0.050



The molecule C2F3N, computed with ωB97M-V with the def2-TZVPD basis set.

```
! RIJCOSX wB97M-V def2-TZVPD def2/J DEFGRID3
* xyz 0 1
C 1.2983 0.1978 0.9278
C -0.7144 -0.0931 -0.7279
N 0.1917 0.0342 0.1999
F 1.0622 0.5953 2.1376
F -1.4097 -1.2167 -0.8906
F -0.9231 0.5938 -1.8007
*
```

**Calculated total energy**: -430.4502 Eh
**HOMO energy**: -0.352 Ha
**Relative energy (zero: lowest compared OMol25 entry of this formula, charge and spin)**: 2.706 eV
**Frontier orbital gap**: 9.668 eV
**LUMO level**: 0.0034 hartree

Here are the Löwdin charges for atoms 1 to 4, given in e: -0.138, -0.389, 0.155, 0.033



The molecule C6H5ClO, computed with ωB97M-V with the def2-TZVPD basis set.

```
! RIJCOSX wB97M-V def2-TZVPD def2/J DEFGRID3
* xyz 0 1
O 0.6717 1.6471 1.8649
C 0.3891 0.7774 0.8131
C -0.7802 -0.0580 0.9174
C -1.1737 -0.8945 -0.0581
C -0.4477 -0.9939 -1.2293
Cl -0.9102 -1.9720 -2.4215
C 0.6401 -0.1982 -1.4246
C 1.0631 0.6086 -0.3777
H 0.9675 1.1134 2.6173
H -1.3495 0.2317 1.7760
H -1.9784 -1.5052 0.3441
H 1.0806 -0.1796 -2.3174
H 1.8277 1.4230 -0.5043
*
```

**Calculated total energy**: -767.0251 Eh
**HOMO energy**: -0.324 Ha
**SMILES**: Oc1ccc(Cl)cc1
**Relative energy (zero: lowest compared OMol25 entry of this formula, charge and spin)**: 0.647 eV
**Frontier orbital gap**: 9.576 eV
**LUMO level**: 0.0279 hartree

Here are the Löwdin charges for atoms 1 to 4, given in e: 0.020, -0.295, -0.031, -0.116



Question: Which value of LUMO level does entry 5 give?
Answer: 0.0279 hartree